Record 1
This record from the Open Molecules 2025 dataset describes a 2-piece molecular cluster, C2H5OP overall. The level of theory is ωB97M-V/def2-TZVPD.

XYZ file:
```
9
C2H5OP, DFT ωB97M-V/def2-TZVPD
C -1.790 -2.376 -1.216
O -0.773 -1.966 -0.796
H -2.459 -1.769 -1.786
H -2.250 -3.395 -1.034
C 1.530 0.718 0.963
P 0.004 0.914 0.227
H 1.482 0.562 2.021
H 2.507 0.450 0.456
H 0.609 1.104 -1.023
```

SMILES string	C=O.C=P
E_HOMO	-9.3	eV
frontier orbital gap	9.72	eV
LUMO	0.458	eV
total energy	-13488.543	eV

=====

Record 2
This record from the Open Molecules 2025 dataset describes C14H24O5PPdSSe2 as an isolated structure. The level of theory is ωB97M-V/def2-TZVPD.

XYZ file:
```
48
C14H24O5PPdSSe2, DFT ωB97M-V/def2-TZVPD
Pd -1.195 0.432 0.129
C -4.841 1.520 1.005
Se -3.139 2.192 0.286
C -3.570 2.037 -1.640
C -3.784 0.616 -2.126
Se -2.180 -0.523 -1.858
C -3.010 -1.983 -0.853
H -5.611 2.269 0.832
H -4.705 1.383 2.076
H -5.129 0.577 0.548
H -2.707 2.488 -2.141
H -4.450 2.660 -1.836
H -3.979 0.626 -3.202
H -4.626 0.136 -1.624
H -3.806 -2.423 -1.449
H -3.392 -1.622 0.105
H -2.230 -2.724 -0.687
O 6.560 -4.001 -2.521
C 5.864 -3.141 -3.275
O 6.208 -2.861 -4.387
C 4.647 -2.531 -2.645
C 4.266 -1.254 -3.067
C 3.177 -0.634 -2.502
C 2.426 -1.294 -1.523
S 1.117 -0.435 -0.786
C 2.766 -2.596 -1.141
C 3.873 -3.203 -1.695
H 6.226 -4.094 -1.618
H 4.852 -0.762 -3.827
H 2.886 0.363 -2.800
H 2.168 -3.112 -0.405
H 4.118 -4.213 -1.399
C 2.342 0.894 2.811
O 1.437 1.836 2.240
P -0.060 1.442 1.878
O -0.487 0.768 3.299
C -1.717 0.079 3.342
O -0.749 2.894 1.844
C -0.363 3.931 2.749
H 2.569 1.219 3.825
H 3.255 0.885 2.215
H 1.909 -0.105 2.850
H -1.700 -0.577 4.211
H -1.862 -0.529 2.421
H -2.546 0.788 3.435
H 0.424 4.532 2.293
H -0.005 3.511 3.688
H -1.247 4.541 2.925
```

net charge	+1
E_HOMO (spin up / spin down)	-10.0 / -10.2	eV
frontier orbital gap (spin up / spin down)	4.58 / 4.94	eV
LUMO (spin up / spin down)	-5.427 / -5.247	eV
total energy	-179435.614	eV